1.
The following is a DFT calculation (ωB97M-V/def2-TZVPD) of 5 unconnected molecules or ions with the total composition C24H36IO21PS2 at a distorted geometry.

**2S+1**: 1
**Charge**: 0
**Structure (SMILES)**: CS(=O)(=O)[C@@]1([PH2]=O)OS(=O)(=O)O[C@@]1(CC(=O)I)C[C@H]1CO1.C[C@@H]1COC(=O)O1.C[C@@H]1COC(=O)O1.C[C@@H]1COC(=O)O1.C[C@@H]1COC(=O)O1
**Highest occupied orbital energy**: -8.600 eV

Last column: Mulliken charge in e.
Element x y z (Å)
C 5.4253 4.9632 0.7646  -0.935
S 5.5160 3.6136 2.0540  1.363
O 7.0014 3.6179 2.5872  -0.638
O 4.6370 4.0498 3.2495  -0.577
C 5.1997 1.8741 1.4234  -0.436
P 6.2733 1.8706 -0.2027  0.641
O 7.2819 0.6119 -0.2114  -0.613
O 5.7705 1.0639 2.5515  -0.333
S 4.5404 0.7802 3.7475  1.060
O 4.7116 1.6069 5.0614  -0.552
O 4.3454 -0.6587 4.2788  -0.490
O 3.2348 1.3975 2.7783  -0.335
C 3.6686 1.2897 1.3448  1.077
C 3.3857 -0.2936 1.0476  -0.279
C 4.6760 -1.1465 0.4899  -0.063
O 4.8651 -1.1118 -0.8593  -0.540
I 6.0469 -2.3465 1.7325  0.109
C 2.8597 2.1514 0.2116  -0.683
C 1.4245 2.8726 0.9937  0.376
C 1.7511 4.3399 1.8446  -0.877
O 0.9500 4.2307 0.4064  -0.488
H 4.4811 4.9465 0.0746  0.293
H 5.3680 5.9960 1.3613  0.344
H 6.4223 5.0502 0.1141  0.418
H 7.1139 3.0332 -0.3288  0.070
H 5.2828 1.7554 -1.2826  0.112
H 2.5298 -0.4405 0.2278  0.089
H 2.9834 -0.9012 1.9937  0.426
H 3.4414 3.0592 -0.2409  0.030
H 2.4339 1.5321 -0.6851  0.613
H 0.5894 2.0781 1.4939  0.302
H 1.0931 5.2823 1.9298  0.387
H 1.1842 3.8241 2.7638  0.202
C -3.4120 -1.5465 -0.4581  -1.519
C -1.9501 -1.1785 -0.3044  0.607
C -1.6172 -0.5979 1.0368  -0.561
O -0.5116 0.2381 0.7477  -0.291
C -0.6346 0.6070 -0.5628  0.591
O 0.0277 1.4771 -1.0995  -0.532
O -1.6025 -0.1273 -1.1905  -0.338
H -4.0508 -0.6574 -0.4129  0.311
H -3.5850 -2.0036 -1.4380  0.313
H -3.7294 -2.2523 0.3157  0.383
H -1.3155 -2.0427 -0.5356  0.270
H -1.3381 -1.3670 1.7627  0.343
H -2.4191 0.0173 1.4598  0.323
C 6.9647 -7.4747 0.4867  -1.471
C 6.0909 -6.8764 1.5706  0.551
C 5.1961 -7.8770 2.2378  -0.490
O 4.0964 -7.0851 2.6483  -0.317
C 4.0393 -6.0231 1.7897  0.633
O 3.1072 -5.2420 1.7197  -0.552
O 5.1653 -5.9560 1.0166  -0.317
H 6.3601 -7.8528 -0.3452  0.361
H 7.6243 -6.7077 0.0678  0.352
H 7.5826 -8.2895 0.8766  0.380
H 6.7080 -6.3405 2.3020  0.247
H 5.6740 -8.3482 3.1014  0.315
H 4.8310 -8.6583 1.5620  0.305
C -8.4984 -0.5800 -3.3479  -1.236
C -7.9277 -1.8331 -2.7153  0.423
C -7.5775 -1.6660 -1.2674  -0.071
O -6.5269 -2.5991 -1.0923  -0.297
C -5.9312 -2.7484 -2.3135  0.694
O -4.8731 -3.3226 -2.4991  -0.614
O -6.6783 -2.1642 -3.2986  -0.358
H -7.7564 0.2259 -3.3688  0.176
H -8.7743 -0.7753 -4.3894  0.417
H -9.3870 -0.2316 -2.8123  0.363
H -8.6095 -2.6787 -2.8675  0.257
H -8.4173 -1.9046 -0.6085  0.348
H -7.2023 -0.6670 -1.0193  0.082
C -6.3701 5.6942 -1.8560  -1.463
C -6.1124 4.2204 -2.0965  0.478
C -6.7373 3.7018 -3.3564  -0.545
O -6.9630 2.3374 -3.0524  -0.299
C -7.0995 2.2585 -1.6946  0.617
O -7.4957 1.2735 -1.0974  -0.595
O -6.7366 3.4331 -1.0958  -0.341
H -7.4365 5.8886 -1.6962  0.360
H -5.8548 6.0239 -0.9478  0.350
H -6.0193 6.3029 -2.6951  0.376
H -5.0354 4.0146 -2.0693  0.266
H -6.0713 3.7985 -4.2186  0.334
H -7.6987 4.1703 -3.5943  0.307



2.
The following is a DFT calculation (ωB97M-V/def2-TZVPD) of a molecular structure, C24H36MnP2Si at a distorted geometry.

**2S+1**: 6
**Charge**: 0
**Relative energy (zero: lowest compared OMol25 entry of this formula, charge and spin)**: 2.456 eV
**Highest occupied orbital energy (spin up / spin down)**: -2.321 / -6.996 eV

Last column: Löwdin spin population.
Element x y z (Å)
C -2.2227 -1.2720 2.7149  0.020
C -0.8890 -1.7395 2.4163  0.048
C 0.0180 -0.6795 2.7064  0.103
H -0.5536 -2.6783 1.9576  0.015
C -0.6860 0.4908 3.0670  0.005
C -2.0935 0.1496 3.1135  0.031
H -2.8869 0.8819 3.2887  0.006
H -3.1368 -1.8252 2.4708  0.003
H 1.1078 -0.7193 2.7074  0.024
H -0.1739 1.4427 3.2416  0.002
Mn -1.5217 -0.0969 1.1311  2.920
C 0.4411 1.1256 -2.0580  0.036
H 0.4836 1.3784 -0.9760  0.020
H -0.4680 1.4684 -2.5150  0.001
H 0.5306 0.0166 -1.7873  0.023
Si 1.9988 -1.1423 0.5568  0.659
C 2.6795 -1.7593 -1.1456  0.074
C 3.1381 -3.1055 -1.1590  0.034
H 2.9546 -3.7756 -0.3206  0.007
C 3.7695 -3.7013 -2.2877  0.002
H 4.2000 -4.7132 -2.2153  0.000
C 3.8662 -3.0246 -3.5039  0.019
H 4.3603 -3.4765 -4.3742  0.001
C 3.3067 -1.7474 -3.5700  0.000
H 3.3294 -1.2189 -4.5273  0.000
C 2.7435 -1.1442 -2.4392  0.024
H 2.2625 -0.1997 -2.6288  0.002
C 3.3528 0.2365 0.7205  0.244
C 4.6177 0.1528 0.0798  0.126
H 4.8238 -0.6234 -0.6320  0.006
C 5.6918 1.0000 0.4523  0.029
H 6.6975 0.8064 0.0593  0.000
C 5.5169 1.9909 1.4135  0.137
H 6.3526 2.5521 1.8292  0.011
C 4.2003 2.2814 1.7991  0.022
H 4.0230 3.1112 2.4889  0.001
C 3.1151 1.4671 1.3946  0.137
H 2.0917 1.6831 1.6620  0.015
H 1.7016 -2.3389 1.5603  0.140
H 1.3172 1.5103 -2.5541  0.003
C -1.7171 3.5614 0.7648  0.006
P -2.5636 1.9412 0.5612  0.001
C -4.1551 2.2285 1.4826  0.002
C -3.2248 1.8308 -1.1702  0.004
C -3.4548 0.3952 -1.6537  -0.002
P -3.0046 -0.8883 -0.3562  0.015
C -2.5711 -2.4245 -1.2171  0.011
C -4.6799 -1.1938 0.3055  0.005
H -1.2415 3.5880 1.7575  0.003
H -2.4928 4.3466 0.6808  0.000
H -0.9733 3.6484 -0.0392  0.003
H -4.7824 2.9145 0.8911  0.000
H -4.7199 1.3030 1.6846  0.000
H -3.9371 2.7077 2.4518  0.000
H -4.1419 2.4578 -1.1656  0.000
H -2.5005 2.3736 -1.8053  0.000
H -4.5201 0.2763 -1.9134  -0.001
H -2.8607 0.2036 -2.5609  0.000
H -2.6354 -3.2355 -0.4777  0.001
H -3.2987 -2.6044 -2.0233  0.001
H -1.5455 -2.3745 -1.6161  0.003
H -4.6101 -1.8246 1.2013  0.000
H -5.1963 -0.2596 0.5582  0.000
H -5.2337 -1.7358 -0.4780  0.000